1.
{"formula": "C32H24F3NO4P", "method": "ωB97M-V with the def2-TZVPD basis set", "e_lumo_ev": -3.22, "charge": 1, "total_energy_ev": -60688.409, "gap_ev": 8.49, "e_homo_ev": -11.715, "de_lowest_kj_mol": 0.0, "species": ["P", "F", "F", "F", "O", "O", "O", "O", "N", "C", "C", "C", "C", "C", "C", "C", "C", "C", "C", "C", "C", "C", "C", "C", "C", "C", "C", "C", "C", "C", "C", "C", "C", "C", "C", "C", "C", "C", "C", "C", "C", "H", "H", "H", "H", "H", "H", "H", "H", "H", "H", "H", "H", "H", "H", "H", "H", "H", "H", "H", "H", "H", "H", "H", "H"], "positions_angstrom": [[3.003, 0.843, -0.850], [4.708, -0.831, 0.233], [5.571, 1.120, -0.239], [5.171, -0.360, -1.834], [0.769, -2.286, 2.171], [-5.718, -0.392, -3.517], [0.696, 0.534, 6.721], [-0.403, -0.468, -2.805], [1.155, 3.126, -2.019], [3.982, 0.945, 4.176], [-2.510, 2.873, -1.508], [2.970, -0.689, 2.724], [1.863, -0.025, 4.757], [0.724, -0.141, 5.717], [-0.357, -1.830, 4.198], [-3.887, 2.916, -1.713], [-1.788, 1.767, -1.918], [-2.192, -3.688, -4.796], [2.311, 2.890, -2.449], [-3.574, -3.681, -4.950], [3.345, 3.889, -2.856], [1.889, -0.782, 3.589], [4.752, 0.138, -0.660], [-1.558, -2.635, -4.162], [-4.322, -2.616, -4.480], [-1.401, -2.699, 3.907], [-2.303, -1.564, -3.683], [-1.409, -1.268, 6.295], [4.015, 0.172, 3.018], [0.763, -1.695, 3.233], [-4.535, 1.854, -2.322], [-3.810, 0.744, -2.735], [-4.516, -0.400, -3.380], [-3.692, -1.551, -3.851], [-2.439, -2.854, 4.808], [2.664, 1.424, -2.535], [-0.365, -1.104, 5.395], [-2.431, 0.708, -2.537], [2.910, 0.843, 5.045], [-2.440, -2.144, 6.003], [-1.609, -0.447, -2.991], [-0.723, 1.719, -1.777], [-4.067, -4.509, -5.441], [2.095, -0.140, -0.449], [-4.454, 3.781, -1.396], [0.937, 4.116, -2.028], [-1.407, -0.708, 7.219], [3.525, 1.223, -3.155], [-0.486, -2.637, -4.034], [-3.249, -2.275, 6.709], [4.864, 0.236, 2.355], [-1.391, -3.251, 2.978], [4.797, 1.618, 4.403], [2.992, -1.302, 1.835], [4.319, 3.575, -2.495], [-1.610, -4.519, -5.172], [-5.395, -2.602, -4.599], [-3.249, -3.533, 4.582], [1.799, 0.857, -2.860], [2.898, 1.892, 0.060], [2.878, 1.430, 5.951], [3.113, 4.856, -2.446], [-5.604, 1.879, -2.480], [-2.007, 3.702, -1.028], [3.423, 3.955, -3.933]]}

2.
{"formula": "C47H49N8O3PScSe2Si", "method": "ωB97M-V with the def2-TZVPD basis set", "e_lumo_ev": 2.33, "charge": -1, "total_energy_ev": -236163.547, "gap_ev": 7.30, "e_homo_ev": -4.973, "de_lowest_kj_mol": 0.0, "species": ["Se", "Se", "Sc", "P", "Si", "O", "O", "O", "N", "N", "N", "N", "N", "N", "N", "N", "C", "C", "C", "C", "C", "C", "C", "C", "C", "C", "C", "C", "C", "C", "C", "C", "C", "C", "C", "C", "C", "C", "C", "C", "C", "C", "C", "C", "C", "C", "C", "C", "C", "C", "C", "C", "C", "C", "C", "C", "C", "C", "C", "C", "C", "C", "C", "H", "H", "H", "H", "H", "H", "H", "H", "H", "H", "H", "H", "H", "H", "H", "H", "H", "H", "H", "H", "H", "H", "H", "H", "H", "H", "H", "H", "H", "H", "H", "H", "H", "H", "H", "H", "H", "H", "H", "H", "H", "H", "H", "H", "H", "H", "H", "H", "H"], "positions_angstrom": [[-0.928, 4.282, 0.074], [1.211, 1.163, -0.387], [-1.462, -0.050, -0.324], [0.964, 3.299, -0.064], [0.654, -2.793, -0.831], [-2.694, -1.246, 0.795], [-1.445, 1.196, -1.891], [-3.339, -3.268, 2.597], [-1.266, 2.501, 3.231], [-0.707, 1.819, 2.287], [-1.702, 1.384, 1.543], [-3.709, 1.362, -2.124], [-3.638, 0.567, -0.978], [0.363, -1.651, 1.779], [-0.518, 3.237, 4.137], [-2.578, 2.543, 3.205], [-2.273, 2.410, -3.746], [-6.588, -1.649, 2.143], [2.447, -1.859, 3.183], [-4.779, 0.281, -0.471], [-0.989, 2.494, -4.271], [3.332, 4.417, 3.757], [-4.286, -2.382, 2.126], [3.352, 3.824, -1.416], [4.755, -2.009, -1.034], [-1.799, 3.913, -6.036], [0.547, -2.931, 1.062], [4.863, -1.132, -2.107], [-0.321, -5.497, -0.972], [1.685, -5.137, -2.207], [3.724, -0.751, -2.798], [3.331, 3.103, 3.313], [2.344, -2.111, -1.333], [-2.825, 1.814, 2.127], [-3.319, 3.092, -4.363], [-0.735, -1.833, -1.512], [-5.571, -2.485, 2.610], [1.933, 3.718, 1.445], [0.638, -7.303, -2.233], [1.511, -2.574, 4.169], [4.125, 4.337, -2.444], [-6.290, -0.745, 1.149], [-3.927, -1.394, 1.171], [2.636, 2.755, 2.159], [1.390, 4.820, -2.384], [-4.986, -0.611, 0.653], [-0.356, -6.818, -1.393], [2.165, 5.326, -3.421], [0.232, -1.760, 4.306], [3.510, -2.491, -0.661], [1.980, 4.066, -1.380], [1.648, -1.051, 2.141], [3.530, 5.088, -3.452], [2.482, -1.240, -2.414], [-2.922, -4.189, 1.594], [2.638, 5.385, 3.041], [1.940, 5.037, 1.895], [-0.755, 3.238, -5.418], [-2.490, 1.611, -2.511], [1.659, -6.458, -2.640], [-3.081, 3.841, -5.503], [0.697, -4.623, -1.365], [-0.515, -1.728, 2.967], [-7.594, -1.737, 2.531], [-0.796, 2.951, 5.069], [3.811, 3.216, -0.644], [-0.433, -2.168, 5.072], [-1.117, -5.139, -0.326], [-1.219, -0.892, 2.958], [5.191, 4.146, -2.464], [2.001, -2.719, 5.134], [-5.664, 0.713, -0.941], [3.094, -1.162, 3.724], [5.832, -0.744, -2.397], [0.248, 3.303, -5.821], [2.495, -4.493, -2.530], [-3.770, -4.795, 1.258], [-2.486, -3.664, 0.742], [-1.614, -2.496, -1.525], [-0.304, -3.580, 1.280], [-1.129, -2.624, 2.876], [5.641, -2.313, -0.489], [-4.309, 3.025, -3.932], [4.133, 5.485, -4.260], [2.439, -6.826, -3.296], [1.421, -3.493, 1.429], [3.446, -3.178, 0.177], [-7.068, -0.118, 0.727], [-1.159, -7.470, -1.071], [1.440, -0.048, 2.521], [2.241, -0.908, 1.240], [2.631, 1.733, 1.797], [0.457, 3.013, 3.957], [3.797, -0.053, -3.623], [-0.546, -1.525, -2.546], [-0.183, 1.988, -3.754], [-1.614, 4.500, -6.927], [1.599, -0.907, -2.946], [3.872, 4.689, 4.656], [0.323, 5.005, -2.345], [-3.895, 4.376, -5.977], [2.632, 6.413, 3.381], [0.491, -0.744, 4.625], [1.255, -3.569, 3.792], [-2.173, -4.837, 2.050], [1.694, 5.905, -4.206], [3.114, -2.575, 2.698], [1.370, 5.782, 1.353], [-5.768, -3.246, 3.355], [-3.814, 1.616, 1.751], [0.614, -8.333, -2.569], [3.880, 2.343, 3.857]]}

3.
{"formula": "C31H43BN10O2PdS4", "method": "ωB97M-V with the def2-TZVPD basis set", "e_lumo_ev": 4.34, "charge": -2, "total_energy_ev": -99343.081, "gap_ev": 4.59, "e_homo_ev": -0.247, "de_lowest_kj_mol": 48.3, "species": ["Pd", "S", "S", "S", "S", "O", "O", "N", "N", "N", "N", "N", "N", "N", "N", "N", "N", "C", "C", "C", "C", "C", "C", "C", "C", "C", "C", "C", "C", "C", "C", "C", "C", "C", "C", "C", "C", "C", "C", "C", "C", "C", "C", "C", "C", "C", "C", "C", "B", "H", "H", "H", "H", "H", "H", "H", "H", "H", "H", "H", "H", "H", "H", "H", "H", "H", "H", "H", "H", "H", "H", "H", "H", "H", "H", "H", "H", "H", "H", "H", "H", "H", "H", "H", "H", "H", "H", "H", "H", "H", "H", "H"], "positions_angstrom": [[-0.559, -0.649, 0.341], [0.392, 0.525, 2.393], [-1.874, 1.856, -0.506], [0.157, 0.774, -3.524], [-2.068, -2.668, 0.285], [0.670, 2.127, -3.543], [-1.263, 0.584, -3.739], [-0.328, -2.082, 3.113], [-2.070, -0.730, 2.831], [-3.631, -0.430, 0.779], [0.530, -0.069, -2.234], [2.577, -1.894, -8.303], [-1.572, 3.472, 1.709], [2.055, -0.439, -0.577], [2.810, 0.265, -2.722], [-3.729, -1.134, -1.292], [-2.678, 1.617, 2.070], [-2.030, 2.324, 1.103], [-1.427, -2.632, 3.772], [-3.072, -1.310, -0.105], [0.631, 4.422, 2.083], [-2.112, -2.239, -2.859], [-4.667, 0.217, 0.160], [3.273, -0.263, -0.114], [0.927, -0.028, -4.917], [-4.086, -1.029, -3.697], [-2.468, -1.817, 3.574], [-4.751, -0.211, -1.110], [2.040, -1.269, -7.151], [0.826, -1.401, -5.072], [-0.235, 4.436, -0.231], [4.329, 0.207, -0.889], [-0.643, 4.530, 1.237], [-1.328, 5.882, 1.455], [1.802, -1.829, 4.346], [1.763, -2.591, 1.937], [-4.410, -3.180, -2.435], [-1.954, 3.458, 3.048], [1.825, -0.067, -1.856], [1.580, 0.725, -5.878], [-3.575, -1.906, -2.548], [1.028, -2.609, 3.277], [-0.700, -0.854, 2.513], [4.025, 0.408, -2.225], [2.130, 0.109, -6.993], [1.383, -2.020, -6.181], [-2.628, 2.316, 3.253], [0.942, -4.072, 3.724], [-3.134, 0.120, 2.156], [4.799, 0.692, -2.937], [1.312, -3.097, -6.293], [-3.864, -1.538, -4.636], [1.951, -4.490, 3.697], [-5.168, -0.881, -3.657], [-1.084, 4.486, -0.906], [0.329, -1.986, -4.309], [-3.051, 1.910, 4.154], [1.669, 1.791, -5.725], [5.318, 0.365, -0.481], [-1.750, -3.076, -2.272], [-1.553, 6.068, 2.507], [0.313, -4.651, 3.046], [-1.409, -3.594, 4.246], [-5.459, -2.938, -2.242], [-4.032, -3.792, -1.616], [0.447, 4.642, 3.137], [0.429, 5.287, -0.414], [2.787, -2.282, 4.488], [-1.471, -1.383, -2.653], [-5.206, 1.003, 0.660], [1.025, 3.408, 2.013], [-3.501, -1.949, 3.847], [1.637, -1.636, 1.438], [-4.111, 0.129, 2.899], [-0.675, 6.682, 1.100], [0.292, 3.514, -0.460], [-5.368, 0.142, -1.912], [-4.345, -3.751, -3.366], [3.392, -1.414, -8.655], [2.643, 0.701, -7.745], [1.260, -1.863, 5.296], [1.380, 5.126, 1.711], [3.416, -0.514, 0.934], [-2.051, -2.479, -3.924], [1.915, -0.788, 4.049], [2.828, -2.787, 2.099], [1.356, -3.355, 1.271], [-2.262, 5.917, 0.891], [-1.681, 4.233, 3.738], [2.801, -2.866, -8.140], [0.564, -4.177, 4.742], [-3.574, -0.066, -3.696]]}

4.
{"formula": "C8H13HgNP", "method": "ωB97M-V with the def2-TZVPD basis set", "e_lumo_ev": [2.86, 2.86], "charge": -1, "total_energy_ev": -23455.493, "gap_ev": [3.22, 3.22], "e_homo_ev": [-0.361, -0.362], "species": ["Hg", "P", "N", "C", "C", "C", "C", "C", "C", "C", "C", "H", "H", "H", "H", "H", "H", "H", "H", "H", "H", "H", "H", "H"], "positions_angstrom": [[-1.013, 0.219, -2.000], [-0.501, 2.288, -0.470], [-0.472, 0.426, 1.252], [1.298, -0.411, -3.015], [-0.299, -2.008, -2.661], [0.945, -1.491, -2.202], [-0.818, -1.131, -3.683], [-0.537, -0.416, 3.712], [0.225, -0.141, -3.937], [0.506, 0.221, 4.625], [-0.529, 0.126, 2.372], [0.562, 1.295, 4.474], [-1.723, -1.274, -4.253], [-0.338, -1.488, 3.632], [2.228, 0.131, -2.901], [-1.538, -0.319, 4.136], [1.419, -1.769, -1.261], [0.760, 2.157, 0.190], [-0.122, 3.434, -1.222], [0.306, 0.050, 5.681], [-0.684, -3.022, -2.552], [0.224, 0.491, -4.821], [1.490, -0.188, 4.402], [-1.387, 2.820, 0.503]]}

5.
{"formula": "C32H24NO4P2S2V", "method": "ωB97M-V with the def2-TZVPD basis set", "e_lumo_ev": [-4.05, -3.40], "charge": 1, "s2": 0.78, "total_energy_ev": -109186.576, "gap_ev": [7.56, 8.36], "e_homo_ev": [-11.606, -11.756], "de_lowest_kj_mol": 139.9, "spin_multiplicity": 2, "species": ["V", "S", "S", "P", "P", "O", "O", "O", "O", "N", "C", "C", "C", "C", "C", "C", "C", "C", "C", "C", "C", "C", "C", "C", "C", "C", "C", "C", "C", "C", "C", "C", "C", "C", "C", "C", "C", "C", "C", "C", "C", "C", "H", "H", "H", "H", "H", "H", "H", "H", "H", "H", "H", "H", "H", "H", "H", "H", "H", "H", "H", "H", "H", "H", "H", "H"], "positions_angstrom": [[-0.756, 0.709, 2.272], [-0.966, -1.463, 3.106], [1.508, 1.161, 2.351], [-0.603, -1.799, 1.131], [1.090, 0.578, 0.405], [0.140, 5.889, 0.432], [-2.389, 1.080, 2.819], [0.702, 4.090, 1.644], [-4.527, 0.934, 2.098], [-1.848, 3.095, 1.363], [2.174, -0.950, -1.572], [-0.486, -0.148, 0.530], [-3.576, -2.804, -1.445], [3.618, -0.606, 0.332], [0.787, -2.938, 1.040], [-4.037, -3.994, -0.908], [1.045, 1.981, -0.712], [2.179, 3.788, -1.811], [-1.528, 4.242, 0.779], [2.721, -3.955, 2.034], [4.635, -1.283, -0.324], [1.716, -3.006, 2.073], [0.875, -3.826, -0.034], [-2.538, -2.119, -0.829], [-0.109, 4.694, 1.002], [2.391, -0.444, -0.291], [2.807, -4.835, 0.965], [-4.113, 3.425, 0.636], [1.027, 4.058, -2.544], [4.420, -1.791, -1.593], [1.888, -4.769, -0.072], [-3.476, 1.490, 2.072], [-2.443, 5.027, 0.082], [3.189, -1.625, -2.218], [-3.464, -4.511, 0.251], [-1.956, -2.642, 0.318], [-0.111, 3.291, -2.362], [-3.759, 4.600, -0.008], [2.190, 2.750, -0.901], [-0.105, 2.250, -1.444], [-2.425, -3.837, 0.863], [-3.119, 2.727, 1.308], [-4.492, 5.184, -0.541], [3.587, -5.581, 0.946], [3.029, -2.019, -3.209], [0.148, -3.793, -0.833], [3.431, -4.015, 2.843], [5.213, -2.317, -2.101], [-1.981, -4.243, 1.763], [1.221, -0.803, -2.068], [5.592, -1.411, 0.157], [-1.002, 3.496, -2.936], [-2.183, -1.179, -1.234], [-3.831, -5.434, 0.673], [1.067, 6.103, 0.648], [-4.029, -2.403, -2.341], [-4.849, -4.522, -1.385], [3.093, 2.542, -0.340], [-5.122, 3.042, 0.644], [-2.125, 5.957, -0.355], [3.786, -0.208, 1.324], [-0.991, 1.637, -1.301], [1.632, -2.334, 2.923], [3.067, 4.382, -1.959], [1.024, 4.865, -3.260], [1.948, -5.460, -0.899]]}

6.
{"formula": "C27H50N2O4OsPS2", "method": "ωB97M-V with the def2-TZVPD basis set", "e_lumo_ev": -2.65, "charge": 1, "total_energy_ev": -73403.590, "gap_ev": 7.58, "e_homo_ev": -10.229, "de_lowest_kj_mol": 81.0, "species": ["Os", "S", "S", "P", "O", "O", "O", "O", "N", "N", "C", "C", "C", "C", "C", "C", "C", "C", "C", "C", "C", "C", "C", "C", "C", "C", "C", "C", "C", "C", "C", "C", "C", "C", "C", "C", "C", "H", "H", "H", "H", "H", "H", "H", "H", "H", "H", "H", "H", "H", "H", "H", "H", "H", "H", "H", "H", "H", "H", "H", "H", "H", "H", "H", "H", "H", "H", "H", "H", "H", "H", "H", "H", "H", "H", "H", "H", "H", "H", "H", "H", "H", "H", "H", "H", "H", "H"], "positions_angstrom": [[-0.624, -0.294, -1.779], [-0.857, 0.899, -5.182], [-1.544, -1.503, -3.452], [0.607, -0.284, 2.403], [-0.219, -0.040, 1.158], [1.565, -0.893, -3.551], [-2.237, 3.464, -2.337], [-1.094, 1.594, -2.238], [-1.751, -1.320, -6.073], [-2.455, -0.505, -0.538], [-2.788, -0.867, 3.130], [-1.586, -1.447, 3.866], [-2.113, 1.423, 3.845], [-2.957, 0.796, -0.048], [1.099, 2.468, 2.432], [-3.265, 0.426, 3.777], [1.039, -0.029, -2.697], [-3.334, 1.685, -1.218], [3.186, 1.060, 2.292], [-1.354, 0.851, -6.935], [0.731, -3.311, -0.076], [2.817, -0.630, -4.208], [-0.385, -0.480, 3.941], [2.747, 2.829, 0.562], [-1.435, -0.622, -7.316], [-2.170, 2.315, -1.967], [1.279, 2.852, 0.966], [0.867, -3.141, 2.434], [-0.904, 0.830, 4.571], [-0.060, -3.336, 1.236], [1.738, 1.111, 2.805], [3.335, 1.447, 0.823], [1.648, -1.817, 2.343], [2.526, -1.942, 1.083], [1.818, 1.229, -2.435], [1.667, -2.104, -0.168], [-1.401, -0.722, -4.938], [-1.219, 0.581, 5.590], [1.800, 1.064, 3.899], [0.040, 2.482, 2.676], [-0.810, -2.539, 1.230], [4.392, 1.416, 0.548], [-2.426, 2.332, 4.362], [1.569, 3.233, 3.060], [-2.009, -2.296, -6.068], [-0.483, -0.986, -7.710], [2.817, 0.723, 0.184], [-1.329, -2.416, 3.447], [0.047, -3.342, -0.934], [2.294, -1.736, 3.225], [-0.112, 1.571, 4.678], [-3.948, 2.514, -0.872], [0.849, 3.842, 0.800], [3.758, 1.778, 2.890], [3.200, -1.101, 0.958], [0.364, -0.904, 4.624], [-2.498, -0.651, 2.102], [1.335, -4.222, -0.143], [2.963, -1.458, -4.894], [-3.588, -1.610, 3.101], [0.336, -3.233, 3.380], [1.613, -3.943, 2.436], [-3.822, 0.652, 0.606], [-2.203, -1.081, 0.261], [-2.163, 1.245, 0.549], [2.304, -2.181, -1.051], [-3.940, 1.123, -1.937], [3.633, -0.602, -3.488], [1.383, 1.778, -1.605], [3.302, 3.576, 1.140], [2.861, 3.103, -0.489], [1.748, 1.883, -3.310], [-0.624, 1.391, -7.533], [-3.633, 0.217, 4.787], [3.636, 0.089, 2.498], [-2.213, -0.802, -8.054], [-3.205, -0.972, -1.040], [2.769, 0.308, -4.759], [-0.601, -4.280, 1.326], [-1.848, 1.711, 2.823], [-4.103, 0.850, 3.220], [-1.888, -1.631, 4.903], [2.873, 1.036, -2.230], [-2.319, 1.346, -7.018], [1.084, -1.176, -0.230], [0.716, 2.152, 0.343], [3.159, -2.826, 1.213]]}

Number 6 is which compound? C27H50N2O4OsPS2